ORCA calculation (ωB97M-V with the def2-TZVPD basis set) on a molecular structure, C19H42NO2P3SW.

Structure (ORCA input):
```
! wB97M-V def2-TZVPD RIJCOSX def2/J DEFGRID3
* xyz 4 3
W 0.45061 -0.71687 -0.62837
P -1.09955 -2.46345 -0.58301
P 1.35510 -0.99680 1.52318
P -1.12890 1.10544 -0.32496
H 2.08011 -2.90121 -1.64012
C 1.89841 -1.86489 -1.94033
C 2.63974 -0.78528 -1.32967
H 3.43589 -1.01386 -0.60444
C -0.82471 -3.65620 -1.93486
C -1.07012 -3.55981 0.89472
C -2.90622 -2.14638 -0.65352
C 2.34369 0.42170 2.02376
C 0.27108 -1.28273 2.96226
C 2.44168 -2.45807 1.57237
C -0.33696 2.70858 0.01207
C -2.29252 0.99332 1.08720
C -2.28889 1.35578 -1.74878
H 1.57101 -1.72327 -2.96908
H 2.74127 0.13681 -1.91225
H -1.56124 -4.46444 -1.82329
H 0.19042 -4.06373 -1.87093
H -0.96015 -3.16107 -2.90476
H -1.74098 -4.40829 0.68168
H -1.43515 -3.02898 1.78620
H -0.06012 -3.94386 1.08921
H -3.39036 -3.12546 -0.80598
H -3.16718 -1.48242 -1.48790
H -3.27098 -1.71371 0.28928
H 3.08153 0.05665 2.74576
H 1.68861 1.16253 2.49633
H 2.85104 0.87376 1.16769
H 0.33529 -2.33352 3.27395
H -0.78633 -1.03313 2.79105
H 0.62700 -0.64101 3.77874
H 2.85460 -2.50567 2.59349
H 3.26485 -2.38353 0.85011
H 1.88684 -3.38659 1.36889
H -1.01775 3.53872 -0.23528
H 0.58417 2.83285 -0.57070
H -0.08795 2.76630 1.08006
H -3.18700 1.60460 0.87662
H -1.83165 1.35822 2.01900
H -2.61863 -0.03522 1.27738
H -2.67021 2.39161 -1.74203
H -3.14269 0.66517 -1.67260
H -1.78430 1.18334 -2.71131
C 1.68297 2.22470 -4.22688
C 1.48473 1.70529 -5.53786
C 2.27402 2.15674 -6.59083
C 3.23027 3.15467 -6.41336
C 3.36327 3.74657 -5.14349
C 2.59692 3.31846 -4.07841
S 0.80239 1.67779 -2.89486
H 0.36660 -0.10534 -2.16659
H 0.74696 0.91610 -5.66213
H 2.14531 1.68500 -7.57122
H 3.86232 3.47736 -7.23858
H 4.09438 4.53479 -4.99540
H 2.70668 3.75173 -3.07536
N -2.07918 1.76708 6.49215
C -2.63506 0.47139 6.02593
C -2.37092 0.47521 4.52267
O -2.75041 -0.50625 3.85140
O -1.74537 1.52122 4.11969
H -1.35039 1.59341 7.18777
H -2.82153 2.31861 6.92342
H -1.69950 2.18888 5.58528
H -2.13660 -0.36640 6.50511
H -3.70025 0.41702 6.23477
*
```

Results
Calculated total energy = -66450.2066 eV
HOMO energy (alpha / beta) = -18.44 / -18.44 eV
LUMO level (alpha / beta) = -15.52 / -15.82 eV
HOMO-LUMO gap (alpha / beta) = 2.9 / 2.6 eV

---

ORCA calculation (ωB97M-V with the def2-TZVPD basis set) on a molecular structure, C19H42NO3P3Tl.

Structure (ORCA input):
```
! wB97M-V def2-TZVPD RIJCOSX def2/J DEFGRID3
* xyz 3 1
Tl -1.79574 4.48742 -2.04402
P -1.07897 -2.23288 1.33329
P 1.32238 -1.64354 2.12367
P 1.76526 -2.17595 -1.92164
H -1.34037 6.77595 -4.73032
C -1.25941 5.69663 -4.56459
C -2.36958 4.91137 -4.54281
H -3.37799 5.34020 -4.46649
C -2.14249 -0.79872 1.68909
C -1.86440 -3.50683 2.37619
C -1.67696 -2.64043 -0.33954
C 2.63257 -0.36116 1.94336
C 0.66651 -1.06285 3.73376
C 2.32038 -3.07446 2.68005
C 1.52951 -2.07312 -3.67798
C 2.16038 -3.83536 -1.43292
C 3.05845 -1.04955 -1.44106
H -0.23819 5.30257 -4.52320
H -2.31890 3.83221 -4.71621
H -1.66798 0.11015 1.29829
H -2.32377 -0.70943 2.76953
H -3.10535 -0.94201 1.17617
H -1.95338 -3.14934 3.41141
H -1.25378 -4.41994 2.34309
H -2.86940 -3.71488 1.97621
H -1.54981 -1.76416 -0.99180
H -2.74634 -2.89509 -0.26786
H -1.12002 -3.49695 -0.74361
H 3.42241 -0.52931 2.69328
H 2.18099 0.62947 2.09253
H 3.09684 -0.38690 0.95333
H 1.47276 -1.13230 4.47284
H -0.17965 -1.66909 4.07607
H 0.37684 -0.00634 3.62843
H 3.29809 -2.71765 3.02235
H 2.46822 -3.76729 1.84562
H 1.80343 -3.59076 3.49645
H 1.79002 -3.03637 -4.13131
H 2.17461 -1.27945 -4.07485
H 0.47787 -1.84268 -3.87502
H 2.11414 -4.48453 -2.31704
H 1.43907 -4.18410 -0.68392
H 3.17227 -3.87148 -1.01171
H 3.63417 -0.76405 -2.32529
H 3.71966 -1.52827 -0.71281
H 2.60290 -0.15199 -1.01612
C -0.27446 1.00649 -1.44820
C 0.45295 2.25469 -1.41529
C 0.74135 2.85441 -2.63412
C 0.07257 2.42065 -3.79266
C -0.96612 1.48289 -3.70140
C -1.26267 0.90213 -2.48873
O -0.00838 0.02738 -0.65828
H 0.56754 -1.72345 -1.31781
H 0.89797 2.57598 -0.47221
H 1.49464 3.65417 -2.70534
H 0.34347 2.83309 -4.77602
H -1.56241 1.22804 -4.58687
H -2.10603 0.23370 -2.33635
N -1.40950 2.28890 4.87319
C -2.11233 2.51608 3.57274
C -0.99723 2.34657 2.51276
O -1.32459 2.49675 1.31274
O 0.15824 2.06084 2.98333
H -1.58960 1.32892 5.17795
H -1.73396 2.92466 5.60304
H -0.38424 2.35680 4.63047
H -2.94288 1.80549 3.47921
H -2.52164 3.52806 3.60494
*
```

Results
Calculated total energy = -60549.4254 eV
HOMO energy (alpha / beta) = -16.52 / -14.55 eV
LUMO level (alpha / beta) = -8.22 / -10.36 eV
HOMO-LUMO gap (alpha / beta) = 8.3 / 4.2 eV
ΔE to the lowest compared entry with this formula, charge and spin = 0.00 kJ/mol

---

ORCA calculation (ωB97M-V with the def2-TZVPD basis set) on a molecular structure, C19H43AlOP3S.

Structure (ORCA input):
```
! wB97M-V def2-TZVPD RIJCOSX def2/J DEFGRID3
* xyz 3 1
Al -0.37210 -0.60202 0.31422
P -0.59453 -2.83908 -0.04376
P 2.52146 -0.84879 -0.48152
P -2.38232 0.26325 1.47000
H 2.49624 2.23394 -1.68131
C 2.23653 3.18600 -1.15346
C 2.21726 3.21417 0.19557
H 2.95260 2.61306 0.74065
C -1.05713 -3.15032 -1.78592
C 0.68232 -4.07549 0.30460
C -2.02534 -3.51179 0.83588
C 4.08672 0.08909 -0.69627
C 3.25491 -1.88964 0.84682
C 2.66581 -1.98089 -1.91216
C -2.64375 1.97249 2.10243
C -2.14935 -0.70848 3.04099
C -4.12243 0.10824 0.86885
H 2.19894 4.08090 -1.78929
H 1.37954 3.66293 0.71704
H -1.34056 -4.22273 -1.81187
H -0.19913 -2.92523 -2.44564
H -1.91073 -2.50128 -2.05735
H 0.20930 -5.03588 0.02808
H 0.91055 -4.03767 1.38155
H 1.58794 -3.88433 -0.28642
H -2.11671 -4.53416 0.42955
H -2.91011 -2.89672 0.61849
H -1.83909 -3.54763 1.91835
H 4.84403 -0.53671 -1.19751
H 4.49757 0.39170 0.27938
H 3.94225 0.98641 -1.30281
H 4.25035 -2.23608 0.54357
H 2.63677 -2.76086 1.05592
H 3.35962 -1.28690 1.75569
H 3.68047 -1.94238 -2.32241
H 1.96062 -1.62458 -2.67143
H 2.42305 -3.00605 -1.62096
H -3.48813 2.47708 1.60445
H -1.74830 2.57068 1.88413
H -2.85053 1.97194 3.19031
H -3.04185 -0.66452 3.68047
H -1.28857 -0.32950 3.61874
H -1.96462 -1.76734 2.80734
H -4.42599 1.10038 0.48547
H -4.85052 -0.20786 1.64540
H -4.14482 -0.59944 0.02819
C -1.03595 2.20712 -2.88287
C -2.06289 1.86191 -3.77336
C -3.00464 2.83732 -4.18178
C -2.81086 4.16166 -3.76945
C -1.58474 4.53895 -3.21384
C -0.64342 3.56461 -2.82089
S -0.29527 0.79305 -1.74814
H -1.06130 -0.39995 -2.08543
H -2.10209 0.88336 -4.26114
H -3.87474 2.52682 -4.77426
H -3.61667 4.87841 -3.88857
H -1.36477 5.59071 -3.08508
H 0.38838 3.87949 -2.63070
C 1.93414 0.06930 4.18310
C 1.95773 0.75859 2.84641
O 0.74443 -0.12366 1.88836
H 1.11748 0.52192 4.77525
H 2.91149 0.22703 4.66542
H 1.77718 -1.02027 4.13357
H 1.53312 1.75514 2.82212
H 2.83452 0.64717 2.22271
H 0.73060 -0.92656 2.44654
*
```

Results
Calculated total energy = -67717.6989 eV
HOMO energy = -16.52 eV
LUMO level = -9.83 eV
HOMO-LUMO gap = 6.7 eV
ΔE to the lowest compared entry with this formula, charge and spin = 0.00 kJ/mol